Record 1
DFT (ωB97M-V with the def2-TZVPD basis set) results for a molecular structure, C43H46FIN5O11S3SeSnTe.

Output
Electronic energy, Eh: -7243.4365
Orbital gap, eV: 2.47
Highest occupied orbital energy, Eh: -0.115
Charge: -1
Energy above the lowest of the compared OMol25 structures with the same formula, charge and spin, kcal per mole: 133.1
E_LUMO, eV: -0.7

Each line ends with the Löwdin charge.
Cartesian coordinates (Å):
Sn 0.6302 -0.0750 -0.1238  1.5180
C -5.4255 -5.1613 1.3316  -0.0673
C -5.8453 -3.7610 0.8752  -0.2057
N -4.7576 -2.9832 0.3263  -0.0470
C -4.1880 -2.0006 1.1070  0.0416
C -3.1666 -1.2081 0.7137  -0.0109
C -2.6444 -0.1034 1.6368  -0.6618
O -3.4105 0.2992 2.5076  0.0069
O -1.4800 0.3290 1.4031  -0.3209
C -2.6040 -1.3857 -0.5949  -0.2972
O -1.5545 -0.8539 -0.9977  -0.3036
C -3.3316 -2.2844 -1.4702  -0.0252
C -2.9443 -2.3415 -2.8118  0.1014
C -3.5496 -3.2337 -3.6584  -0.1780
F -3.1781 -3.2492 -4.9750  0.0466
C -4.5113 -4.1288 -3.2019  -0.1628
C -4.9244 -4.0467 -1.8649  0.0457
C -4.3651 -3.1149 -0.9869  -0.1246
N -5.0985 -5.1435 -4.0267  -0.1012
C -4.3100 -5.6102 -5.1430  -0.1570
C -4.8649 -6.9595 -5.5892  -0.0939
N -6.2734 -6.7377 -6.0208  0.0466
C -7.0833 -6.2114 -4.8887  -0.0991
C -6.4643 -4.8945 -4.4235  -0.1438
H -6.2933 -5.7089 1.6966  0.0711
H -4.7034 -5.0911 2.1397  0.0791
H -4.9732 -5.7213 0.5159  0.0641
H -6.2500 -3.2122 1.7284  0.1218
H -6.6422 -3.8383 0.1293  0.1105
H -4.5921 -1.8808 2.1017  0.1387
H -2.1838 -1.6534 -3.1483  0.0660
H -5.6823 -4.7395 -1.5377  0.1003
H -3.2739 -5.7196 -4.8248  0.1519
H -4.3252 -4.9201 -6.0026  0.1334
H -4.8622 -7.6629 -4.7562  0.1413
H -4.2852 -7.3625 -6.4200  0.1381
H -6.6830 -7.5971 -6.3987  0.1860
H -6.2561 -6.0196 -6.7586  0.1857
H -7.0436 -6.9420 -4.0800  0.1406
H -8.1147 -6.0713 -5.2127  0.1357
H -7.0140 -4.5191 -3.5614  0.1363
H -6.5430 -4.1400 -5.2274  0.1450
O 3.6470 -2.7626 -1.7543  -0.3423
S 3.1645 -1.7795 -0.7966  0.4285
O 2.8272 -0.5044 -1.4039  -0.3767
O 2.0538 -2.3275 -0.0193  -0.4711
C 4.5584 -1.4917 0.2890  -0.2147
C 5.7389 -2.1410 -0.0347  -0.0547
C 6.8917 -1.9114 0.6953  -0.0791
C 6.8590 -1.0344 1.7688  -0.0776
C 5.6681 -0.4131 2.1101  -0.0502
C 4.5214 -0.6340 1.3636  -0.2132
S 3.0409 0.2722 1.8227  0.3841
O 2.7802 1.1912 0.7130  -0.4486
O 3.3974 0.9378 3.0594  -0.3469
O 1.9653 -0.6991 1.9878  -0.4146
H 5.7151 -2.8080 -0.8814  0.1020
H 7.8120 -2.4058 0.4170  0.0976
H 7.7570 -0.8212 2.3315  0.0978
H 5.5923 0.2701 2.9425  0.1058
Te 0.1955 2.4010 2.1708  1.5164
C 1.5966 4.0449 1.9733  -0.4449
C 1.1467 5.2694 1.4958  -0.1526
C 2.0278 6.3021 1.2231  -0.1094
C 3.3867 6.1137 1.4067  -0.1126
C 3.8465 4.8998 1.8875  -0.0875
C 2.9574 3.8778 2.1783  -0.1252
C -0.1768 2.9946 4.2205  -0.4400
C 0.7963 2.6550 5.1529  -0.1310
C 0.6496 2.9999 6.4845  -0.0981
C -0.4794 3.6843 6.9027  -0.1141
C -1.4606 4.0120 5.9847  -0.1060
C -1.3131 3.6642 4.6510  -0.1247
H 0.0848 5.4169 1.3308  0.0833
H 1.6537 7.2504 0.8562  0.0935
H 4.0823 6.9094 1.1711  0.0912
H 4.9093 4.7466 2.0249  0.0978
H 3.3256 2.9355 2.5466  0.0583
H 1.6668 2.0986 4.8292  0.0874
H 1.4132 2.7300 7.2014  0.0966
H -0.5952 3.9600 7.9427  0.0913
H -2.3435 4.5448 6.3144  0.0946
H -2.0981 3.9052 3.9505  0.0880
N 1.5798 -3.7351 -3.2127  0.1356
C 0.8508 -3.0915 -2.2653  -0.6865
O 0.5776 -1.9191 -2.3534  -0.0941
C 0.2063 -3.9253 -1.1899  -0.5587
I 1.4978 -5.3981 -0.4007  0.8845
H 2.1149 -3.0875 -3.7734  0.1124
H 2.1324 -4.5225 -2.9060  0.0205
H -0.6706 -4.4315 -1.5939  0.0474
H -0.0674 -3.2685 -0.3691  0.0425
C -1.5610 3.7058 -1.1008  -0.2546
S -2.7362 2.3752 -0.5796  0.7859
C -3.2823 3.2562 0.9601  -0.2428
O -3.9019 2.5092 -1.4809  -0.5767
H -2.0668 4.6630 -1.1805  0.0554
H -1.1346 3.4267 -2.0606  0.0066
H -0.7702 3.7315 -0.3543  -0.0116
H -4.2182 3.7590 0.7410  0.0449
H -2.5203 3.9572 1.2798  0.0044
H -3.4258 2.4967 1.7226  0.0140
Se -0.7650 0.5824 -3.0428  0.7230
C -1.4169 1.5353 -4.5953  -0.6221
C -2.3694 2.5608 -4.5774  -0.1200
C -2.7262 3.1616 -5.7679  -0.1932
N -2.2513 2.8213 -6.9615  0.0056
C -1.3794 1.8177 -6.9838  -0.2100
C -0.9410 1.1556 -5.8600  -0.1559
H -2.8360 2.8574 -3.6516  0.0622
H -3.4413 3.9772 -5.7831  0.0895
H -1.0167 1.5385 -7.9696  0.0842
H -0.2319 0.3436 -5.9325  0.0768

Force components x, y, z for each atom (eV/Å):
Sn -0.07 -0.01 -0.33
C -0.07 0.27 -0.09
C -0.21 -0.46 0.16
N 0.00 0.32 0.21
C 0.35 0.13 -0.27
C -0.05 0.30 0.30
C 0.43 -0.05 -0.16
O -0.58 -0.06 0.45
O 0.06 -0.63 0.24
C 1.39 0.71 0.15
O -1.27 -1.39 0.73
C -0.26 -0.59 -0.76
C -0.28 -0.25 0.35
C 0.14 0.10 -0.10
F -0.18 -0.01 0.31
C -0.09 0.17 0.59
C 0.07 -0.10 -0.54
C 0.30 0.24 -0.30
N 0.05 0.22 -0.05
C -0.02 -0.32 0.00
C 0.94 0.17 0.23
N -0.11 -0.16 -0.35
C -0.43 0.58 0.60
C -0.08 -0.20 0.05
H -0.05 -0.05 0.01
H 0.12 -0.01 0.07
H 0.05 -0.06 -0.04
H 0.02 0.00 -0.15
H -0.01 0.11 0.06
H -0.10 0.03 0.05
H 0.42 0.35 -0.18
H -0.03 -0.17 0.10
H -0.03 -0.07 -0.14
H 0.06 -0.03 0.04
H -0.14 -0.01 -0.11
H -0.19 -0.01 -0.05
H 0.07 0.25 -0.01
H -0.10 -0.29 0.04
H 0.01 -0.03 -0.14
H 0.08 -0.08 -0.12
H -0.11 -0.03 -0.11
H 0.00 0.00 0.02
O 0.48 0.22 0.22
S 0.66 -1.12 -1.17
O -0.10 0.33 0.22
O -0.12 0.43 0.48
C -0.18 -0.34 -0.43
C 0.00 -0.08 -0.11
C 0.00 0.06 0.05
C -0.07 0.00 -0.02
C 0.01 0.11 0.04
C -0.30 0.38 0.40
S 0.47 0.63 0.92
O -0.04 -0.18 0.00
O 0.21 -0.17 0.08
O -0.28 0.00 -0.16
H 0.11 -0.07 -0.06
H 0.06 -0.03 0.00
H 0.05 -0.03 0.07
H 0.08 0.02 0.06
Te 0.15 1.59 0.94
C -0.26 -0.32 -0.16
C -0.41 -0.03 0.01
C -0.01 0.18 -0.03
C 0.06 0.12 -0.02
C 0.10 0.11 0.04
C 0.14 -0.15 0.09
C 0.04 -0.45 -0.37
C 0.21 -0.19 -0.14
C 0.02 0.05 0.12
C 0.02 0.05 0.13
C -0.06 0.09 0.10
C -0.11 -0.02 -0.29
H 0.00 0.02 -0.03
H -0.02 0.00 -0.02
H 0.03 0.02 0.00
H 0.03 -0.05 0.04
H 0.06 -0.03 0.02
H 0.07 0.00 -0.03
H 0.07 -0.03 0.01
H -0.01 0.00 0.05
H -0.06 -0.01 -0.05
H -0.06 0.04 -0.13
N 0.03 -0.34 -0.52
C -0.43 -0.32 -0.40
O 0.00 0.17 0.07
C -0.16 0.03 0.19
I -0.04 -0.58 0.24
H -0.01 0.05 0.05
H -0.09 0.07 0.07
H 0.05 -0.01 0.02
H -0.02 -0.16 -0.09
C -0.09 -0.71 0.12
S 0.63 1.59 0.56
C 0.36 -0.48 -0.22
O -0.89 -0.20 -0.77
H -0.28 0.05 0.14
H -0.04 -0.18 -0.03
H 0.06 0.11 0.02
H -0.08 0.04 -0.27
H 0.08 0.08 0.07
H -0.05 -0.03 0.16
Se -0.66 0.94 -1.47
C 0.60 -0.24 0.50
C 0.18 -0.20 0.08
C -0.14 0.11 -0.04
N -0.15 0.22 -0.43
C 0.02 -0.10 -0.14
C -0.04 0.02 0.20
H -0.05 0.07 0.13
H -0.09 0.04 0.14
H 0.08 -0.06 0.00
H 0.10 -0.01 -0.03



Record 2
DFT (ωB97M-V with the def2-TZVPD basis set) results for a molecular structure, C43H46FIN5O11S3SeSnTe.

Output
Electronic energy, Eh: -7243.5277
Orbital gap, eV: 3.00
Highest occupied orbital energy, Eh: -0.124
Charge: -1
Energy above the lowest of the compared OMol25 structures with the same formula, charge and spin, kcal per mole: 75.9
E_LUMO, eV: -0.4

Each line ends with the Löwdin charge.
Cartesian coordinates (Å):
Sn 1.4763 -0.8490 1.1381  1.3728
C -2.5150 5.7272 -0.6452  -0.0720
C -2.8184 5.1432 0.7281  -0.2051
N -2.2226 3.8323 0.9245  -0.0423
C -0.9504 3.7551 1.4343  0.0107
C -0.2835 2.6169 1.7003  -0.0356
C 1.2261 2.6900 1.9133  -0.6245
O 1.6985 3.7583 2.3170  0.0073
O 1.8440 1.6683 1.4839  -0.2828
C -0.9961 1.3635 1.5964  -0.3197
O -0.5961 0.2819 2.0063  -0.1030
C -2.2962 1.4375 0.8954  -0.0416
C -2.8831 0.2436 0.4971  0.0784
C -4.0361 0.2805 -0.2382  -0.1908
F -4.6289 -0.8782 -0.6077  0.0555
C -4.6198 1.4819 -0.6170  -0.1626
C -4.0500 2.6767 -0.2029  0.0431
C -2.8782 2.6685 0.5640  -0.1270
N -5.7687 1.5417 -1.4724  -0.1275
C -5.9930 0.4740 -2.4354  -0.1256
C -7.0300 0.9963 -3.4594  -0.0676
N -7.1383 2.4765 -3.2420  0.0288
C -7.8107 2.7547 -1.9288  -0.0775
C -7.0263 1.9484 -0.8667  -0.1176
H -2.9536 6.7211 -0.7542  0.0718
H -2.9014 5.0874 -1.4409  0.0638
H -1.4372 5.8136 -0.7896  0.0750
H -3.8938 5.0620 0.8955  0.1102
H -2.4370 5.7965 1.5121  0.1223
H -0.4401 4.7024 1.5716  0.1441
H -2.4432 -0.7145 0.7808  0.0202
H -4.4768 3.6051 -0.5623  0.1007
H -6.3775 -0.4412 -1.9816  0.1284
H -5.0523 0.2341 -2.9273  0.1341
H -8.0241 0.5853 -3.2962  0.1302
H -6.7362 0.8204 -4.4909  0.1322
H -7.5620 2.9727 -4.0193  0.1789
H -6.1686 2.7897 -3.0925  0.1786
H -8.8497 2.4456 -2.0193  0.1281
H -7.7632 3.8303 -1.7695  0.1298
H -7.6135 1.0798 -0.5412  0.1364
H -6.8347 2.5667 0.0048  0.1320
O 1.3452 -3.3850 0.4855  -0.4695
S 2.6400 -3.7541 1.0850  0.4260
O 3.3180 -4.8328 0.4088  -0.3093
O 3.4203 -2.5319 1.2719  -0.4433
C 2.1494 -4.3483 2.7003  -0.2182
C 1.7000 -5.6615 2.6675  -0.0708
C 1.0249 -6.2184 3.7428  -0.0728
C 0.7959 -5.4429 4.8630  -0.0693
C 1.2753 -4.1418 4.9150  -0.0580
C 1.9625 -3.5739 3.8490  -0.2093
S 2.5989 -1.9176 4.1910  0.4965
O 4.0225 -1.9516 4.0063  -0.2970
O 2.1226 -1.5997 5.5118  -0.3109
O 1.9284 -0.9986 3.2002  -0.4987
H 1.8530 -6.2366 1.7646  0.1095
H 0.6488 -7.2319 3.6802  0.1044
H 0.2403 -5.8410 5.7032  0.1015
H 1.1171 -3.5379 5.7957  0.1037
Te 4.4575 0.7971 0.8689  1.4937
C 4.4107 2.4896 -0.3851  -0.5024
C 4.7209 2.4059 -1.7413  -0.1374
C 4.6919 3.5410 -2.5409  -0.1111
C 4.3265 4.7660 -1.9964  -0.1242
C 3.9873 4.8467 -0.6531  -0.1021
C 4.0324 3.7161 0.1546  -0.1420
C 6.2964 0.0462 0.1490  -0.5164
C 6.3507 -0.7499 -0.9942  -0.1399
C 7.5649 -1.2407 -1.4552  -0.0958
C 8.7355 -0.9505 -0.7693  -0.1069
C 8.6880 -0.1765 0.3805  -0.1015
C 7.4744 0.3194 0.8390  -0.1406
H 4.9922 1.4497 -2.1743  0.0925
H 4.9513 3.4656 -3.5910  0.0963
H 4.3009 5.6525 -2.6201  0.0918
H 3.6840 5.7937 -0.2217  0.1027
H 3.7349 3.7801 1.1946  0.0831
H 5.4320 -1.0090 -1.5077  0.0966
H 7.5919 -1.8644 -2.3405  0.0971
H 9.6826 -1.3402 -1.1228  0.0935
H 9.5969 0.0383 0.9299  0.0955
H 7.4387 0.9150 1.7426  0.0877
N 1.4955 -3.7126 -2.3741  0.1700
C 1.0634 -2.4385 -2.1502  -0.6887
O 1.7769 -1.4584 -2.2553  -0.0183
C -0.3937 -2.2844 -1.7711  -0.5371
I -1.4986 -1.5495 -3.4580  0.7757
H 2.5020 -3.7985 -2.3251  0.1113
H 1.0241 -4.4259 -1.8367  0.0941
H -0.5124 -1.5444 -0.9852  0.0024
H -0.8811 -3.2066 -1.4793  0.0342
C 1.1258 1.3866 -3.2886  -0.2600
S 1.1666 1.5390 -1.5044  0.8133
C 0.9706 3.3213 -1.4281  -0.2236
O -0.1533 0.9829 -1.0433  -0.5570
H 0.1537 1.7469 -3.6321  0.0488
H 1.2411 0.3284 -3.5103  0.0084
H 1.9428 1.9631 -3.7256  0.0492
H -0.0775 3.5232 -1.6640  0.0541
H 1.6427 3.8005 -2.1408  0.0476
H 1.2213 3.6587 -0.4253  0.0344
Se -1.6334 -2.6742 2.1828  0.6069
C -1.9087 -4.5303 1.9655  -0.7077
C -2.7157 -5.2700 2.8432  -0.1560
C -2.8941 -6.6289 2.6624  -0.2042
N -2.3448 -7.3454 1.6785  0.0136
C -1.5709 -6.6467 0.8421  -0.1949
C -1.3269 -5.2897 0.9386  -0.1454
H -3.1961 -4.7721 3.6771  0.0788
H -3.5225 -7.1784 3.3609  0.0857
H -1.0999 -7.2146 0.0418  0.0905
H -0.6409 -4.8151 0.2540  0.0592

Force components x, y, z for each atom (eV/Å):
Sn -0.19 0.05 0.27
C 0.02 0.02 -0.06
C -0.01 -0.03 -0.06
N -0.02 -0.01 0.28
C 0.03 0.10 -0.12
C 0.04 -0.08 0.13
C -0.22 0.05 -0.17
O -0.03 -0.16 -0.01
O 0.07 0.16 0.19
C 0.00 -0.07 -0.20
O 0.10 0.00 0.10
C -0.02 0.02 0.11
C -0.05 -0.02 0.03
C 0.01 -0.04 0.09
F -0.04 -0.02 0.00
C 0.05 0.07 -0.09
C 0.09 -0.02 -0.04
C -0.01 -0.07 -0.16
N -0.11 0.11 0.08
C 0.02 -0.02 -0.05
C -0.04 0.07 -0.01
N 0.13 -0.04 0.17
C -0.01 -0.02 -0.12
C -0.03 -0.11 -0.01
H -0.01 -0.01 0.02
H 0.01 0.00 0.01
H -0.01 0.00 0.02
H -0.01 0.01 0.00
H 0.04 0.02 -0.02
H -0.01 -0.01 0.03
H 0.03 0.00 0.02
H -0.01 -0.02 0.01
H 0.00 -0.02 -0.01
H 0.04 -0.01 0.03
H 0.00 -0.02 -0.03
H 0.04 -0.03 0.00
H -0.09 -0.01 -0.03
H 0.03 0.03 -0.07
H -0.02 0.02 0.02
H 0.02 0.00 0.05
H -0.01 0.02 0.02
H 0.03 0.02 0.01
O -0.11 -0.16 -0.15
S 0.02 0.17 0.29
O 0.01 -0.04 -0.10
O 0.17 0.20 -0.08
C -0.05 -0.04 -0.25
C -0.12 -0.12 0.10
C 0.03 0.06 -0.09
C 0.03 0.05 0.03
C -0.03 -0.10 0.09
C -0.03 -0.03 0.16
S 0.12 -0.01 -0.07
O 0.02 -0.05 0.04
O 0.02 0.05 0.02
O -0.21 0.01 -0.21
H 0.01 0.01 -0.01
H 0.01 0.00 -0.01
H 0.01 0.01 0.00
H 0.01 0.02 -0.02
Te 0.00 -0.11 0.52
C 0.01 0.04 -0.18
C 0.04 -0.01 0.03
C -0.02 -0.02 0.00
C -0.01 0.06 -0.05
C 0.01 -0.03 0.03
C 0.00 -0.01 0.00
C 0.08 -0.01 -0.27
C -0.02 -0.03 0.06
C -0.03 -0.01 0.00
C 0.03 -0.02 -0.03
C 0.00 0.03 0.06
C 0.00 -0.01 -0.06
H 0.01 0.02 0.01
H 0.00 0.00 0.01
H 0.01 -0.01 0.01
H 0.01 0.00 0.00
H 0.03 0.03 -0.01
H 0.00 0.01 -0.01
H 0.00 0.00 0.00
H 0.00 0.00 0.00
H 0.00 0.00 -0.01
H 0.00 0.01 -0.01
N -0.02 0.13 -0.02
C -0.08 -0.01 0.20
O 0.18 -0.02 -0.22
C -0.12 -0.18 0.04
I -0.02 0.00 0.05
H 0.00 -0.02 0.00
H 0.01 0.03 0.00
H 0.04 0.10 -0.09
H -0.01 -0.07 0.02
C -0.07 0.16 -0.13
S 0.01 -0.35 0.06
C -0.01 0.10 -0.12
O 0.05 0.10 -0.06
H 0.04 0.01 -0.04
H 0.00 0.04 0.03
H 0.01 -0.01 0.04
H 0.03 0.05 -0.02
H 0.02 -0.03 0.04
H -0.04 -0.03 0.00
Se 0.07 0.01 -0.08
C -0.03 -0.10 -0.03
C -0.02 0.06 0.06
C -0.04 0.03 0.06
N 0.02 0.00 -0.05
C 0.05 -0.03 -0.01
C 0.00 0.05 0.09
H 0.01 0.01 -0.02
H 0.02 -0.02 -0.03
H -0.03 -0.01 0.02
H 0.07 0.07 -0.09



Question: electronic energy of number 2 (C43H46FIN5O11S3SeSnTe)?
Answer: -7243.5277 Eh